{"formula": "C33H36BrFeN2OS7", "method": "the ωB97M-V functional and the def2-TZVPD basis", "elements": ["Fe", "S", "C", "S", "C", "C", "S", "S", "S", "S", "C", "N", "C", "C", "C", "C", "C", "C", "S", "H", "H", "H", "H", "C", "C", "C", "C", "C", "C", "C", "Br", "C", "O", "C", "C", "C", "C", "C", "C", "H", "H", "H", "H", "H", "H", "H", "H", "H", "H", "H", "H", "H", "H", "H", "H", "H", "H", "H", "H", "C", "N", "C", "C", "C", "C", "C", "C", "C", "C", "H", "H", "H", "H", "H", "H", "H", "H", "H", "H", "H", "H"], "xyz": [[0.08, 0.45, -2.61], [4.11, 4.46, -7.13], [3.18, 3.52, -6.09], [2.27, 4.17, -4.73], [1.64, 2.66, -4.15], [1.96, 1.52, -4.90], [1.42, -0.05, -4.51], [2.96, 1.78, -6.28], [0.68, 2.63, -2.75], [-2.28, 0.79, -3.06], [-2.85, 0.35, -1.51], [-2.09, 0.59, -0.34], [-2.26, -0.47, 0.59], [-1.45, -0.77, 1.68], [-1.76, -1.87, 2.47], [-2.84, -2.69, 2.17], [-3.63, -2.41, 1.07], [-3.34, -1.31, 0.28], [-4.14, -0.80, -1.19], [-0.58, -0.17, 1.91], [-1.12, -2.10, 3.32], [-3.06, -3.55, 2.80], [-4.47, -3.05, 0.81], [3.09, -5.32, 1.80], [1.75, -4.61, 2.04], [1.66, -4.19, 3.51], [0.62, -5.62, 1.77], [1.64, -3.39, 1.14], [0.72, -3.29, 0.10], [0.65, -2.13, -0.65], [-0.60, -2.00, -2.08], [1.44, -0.99, -0.41], [1.24, 0.14, -1.02], [2.48, -1.15, 0.56], [2.52, -2.31, 1.31], [3.55, -0.06, 0.71], [4.60, -0.45, 1.75], [4.26, 0.12, -0.64], [2.95, 1.28, 1.15], [3.19, -6.19, 2.45], [3.92, -4.64, 1.99], [3.17, -5.65, 0.76], [1.69, -5.06, 4.17], [0.73, -3.65, 3.70], [2.48, -3.53, 3.79], [0.70, -6.45, 2.47], [0.68, -6.02, 0.76], [-0.36, -5.15, 1.90], [0.03, -4.09, -0.12], [3.29, -2.41, 2.07], [5.11, -1.39, 1.49], [4.17, -0.56, 2.75], [5.36, 0.33, 1.80], [4.72, -0.82, -0.96], [5.05, 0.88, -0.54], [3.56, 0.44, -1.41], [2.41, 1.18, 2.10], [2.28, 1.67, 0.39], [3.76, 2.01, 1.30], [-3.97, 4.42, -2.26], [-4.70, 4.08, -1.04], [-6.11, 3.94, -1.33], [-4.18, 2.83, -0.48], [-2.78, 2.96, 0.09], [-2.40, 4.19, 0.63], [-1.16, 4.41, 1.19], [-0.23, 3.38, 1.20], [-0.58, 2.16, 0.67], [-1.85, 1.92, 0.15], [-4.33, 5.38, -2.65], [-4.10, 3.65, -3.04], [-2.91, 4.51, -2.06], [-6.50, 4.88, -1.72], [-6.65, 3.68, -0.42], [-6.30, 3.15, -2.08], [-4.19, 2.05, -1.25], [-4.85, 2.50, 0.31], [-3.13, 5.00, 0.58], [-0.91, 5.39, 1.60], [0.77, 3.54, 1.58], [0.16, 1.38, 0.57]], "e_homo_ev": [0.36, -2.21], "charge": -2, "max_force_ev_per_a": 0.57, "multiplicity": 6, "e_lumo_ha": [0.1370, 0.1363], "s_squared": 8.86, "e_above_lowest_ev": 2.7465}


{"formula": "C21H43Cl18NO", "method": "the ωB97M-V functional and the def2-TZVPD basis", "elements": ["C", "N", "C", "C", "O", "H", "H", "H", "H", "H", "H", "H", "Cl", "C", "C", "Cl", "H", "H", "H", "H", "Cl", "C", "C", "Cl", "H", "H", "H", "H", "Cl", "C", "C", "Cl", "H", "H", "H", "H", "Cl", "C", "C", "Cl", "H", "H", "H", "H", "Cl", "C", "C", "Cl", "H", "H", "H", "H", "Cl", "C", "C", "Cl", "H", "H", "H", "H", "Cl", "C", "C", "Cl", "H", "H", "H", "H", "Cl", "C", "C", "Cl", "H", "H", "H", "H", "Cl", "C", "C", "Cl", "H", "H", "H", "H"], "xyz": [[-13.23, -20.38, 5.88], [-14.62, -20.31, 6.39], [-14.94, -21.29, 7.40], [-15.52, -19.39, 5.98], [-16.59, -19.25, 6.58], [-12.58, -20.49, 6.75], [-12.92, -19.41, 5.48], [-12.97, -21.18, 5.19], [-16.02, -21.42, 7.49], [-14.41, -22.23, 7.30], [-14.67, -20.79, 8.33], [-15.11, -18.75, 5.18], [-16.25, -15.79, 4.30], [-17.84, -15.47, 3.59], [-17.96, -16.20, 2.27], [-18.21, -17.92, 2.69], [-17.86, -14.40, 3.38], [-18.65, -15.52, 4.32], [-17.07, -16.14, 1.64], [-18.79, -15.79, 1.68], [-10.82, -19.92, -1.03], [-10.29, -19.82, 0.68], [-9.18, -20.79, 1.06], [-9.37, -22.50, 0.83], [-11.17, -19.97, 1.31], [-9.84, -18.85, 0.90], [-8.88, -20.57, 2.08], [-8.25, -20.49, 0.57], [-19.69, -16.52, -1.23], [-20.06, -18.24, -0.78], [-18.80, -19.11, -0.64], [-18.04, -19.54, -2.19], [-20.71, -18.65, -1.55], [-20.69, -18.23, 0.11], [-19.04, -20.05, -0.14], [-18.12, -18.54, -0.01], [-15.42, -17.28, -1.85], [-15.04, -17.33, -3.60], [-13.68, -16.72, -3.87], [-13.77, -14.97, -3.68], [-15.81, -16.78, -4.14], [-15.12, -18.39, -3.86], [-13.34, -17.01, -4.87], [-12.99, -17.12, -3.13], [-12.34, -22.55, 2.79], [-12.81, -23.53, 1.37], [-13.48, -24.83, 1.88], [-15.03, -24.31, 2.57], [-11.97, -23.67, 0.69], [-13.62, -22.99, 0.88], [-12.97, -25.44, 2.62], [-13.73, -25.55, 1.10], [-18.91, -21.55, 2.94], [-20.56, -21.91, 3.48], [-21.47, -20.75, 3.00], [-21.76, -20.84, 1.30], [-20.59, -21.97, 4.57], [-20.92, -22.85, 3.07], [-21.14, -19.74, 3.24], [-22.44, -20.86, 3.48], [-16.37, -21.40, 0.15], [-15.77, -20.51, 1.56], [-14.75, -19.51, 1.11], [-13.91, -18.85, 2.47], [-15.43, -21.30, 2.23], [-16.58, -19.96, 2.03], [-15.30, -18.69, 0.65], [-13.99, -19.90, 0.44], [-20.42, -23.82, -2.25], [-19.00, -23.34, -1.25], [-18.53, -24.41, -0.24], [-19.83, -24.65, 0.95], [-19.26, -22.40, -0.77], [-18.19, -23.14, -1.95], [-17.71, -23.94, 0.29], [-18.15, -25.33, -0.70], [-10.73, -14.14, 5.97], [-10.90, -15.69, 4.97], [-12.36, -16.18, 4.69], [-13.11, -16.63, 6.25], [-10.46, -16.51, 5.54], [-10.30, -15.64, 4.07], [-12.30, -17.10, 4.11], [-12.87, -15.40, 4.11]], "e_homo_ev": -8.94, "charge": 0, "smiles": "CN(C)C=O.ClCCCl.ClCCCl.ClCCCl.ClCCCl.ClCCCl.ClCCCl.ClCCCl.ClCCCl.ClCCCl", "max_force_ev_per_a": 2.61, "multiplicity": 1, "e_lumo_ha": 0.0050, "e_above_lowest_ev": 0.9245}


{"formula": "C15H27Cl21", "method": "the ωB97M-V functional and the def2-TZVPD basis", "elements": ["Cl", "C", "Cl", "Cl", "H", "Cl", "C", "Cl", "Cl", "H", "Cl", "C", "Cl", "Cl", "H", "Cl", "C", "C", "Cl", "H", "H", "H", "H", "Cl", "C", "C", "Cl", "H", "H", "H", "H", "Cl", "C", "C", "Cl", "H", "H", "H", "H", "Cl", "C", "C", "Cl", "H", "H", "H", "H", "Cl", "C", "C", "Cl", "H", "H", "H", "H", "Cl", "C", "C", "Cl", "H", "H", "H", "H"], "xyz": [[10.21, -4.87, -2.28], [9.71, -5.65, -0.69], [11.04, -6.15, 0.30], [8.55, -7.03, -0.85], [9.17, -4.86, -0.17], [5.19, -2.96, -7.08], [3.60, -3.70, -6.51], [3.40, -5.47, -6.85], [2.31, -2.88, -7.37], [3.41, -3.50, -5.46], [-5.56, -1.93, 3.06], [-7.07, -2.70, 2.54], [-8.58, -2.07, 3.34], [-6.90, -4.49, 2.53], [-7.14, -2.44, 1.49], [0.60, 0.48, 7.96], [1.00, 1.86, 8.96], [0.42, 3.16, 8.38], [0.98, 3.56, 6.68], [2.08, 1.84, 9.07], [0.63, 1.78, 9.99], [0.67, 3.99, 9.04], [-0.67, 3.05, 8.40], [0.78, -9.29, 0.87], [0.11, -9.64, -0.74], [-1.04, -8.69, -1.03], [-0.39, -7.05, -1.42], [-0.32, -10.64, -0.74], [0.89, -9.40, -1.47], [-1.77, -8.62, -0.22], [-1.55, -8.95, -1.96], [3.17, -1.28, 0.35], [2.04, -0.11, 1.09], [0.79, 0.16, 0.22], [1.25, 0.97, -1.25], [2.54, 0.86, 1.19], [1.77, -0.56, 2.04], [0.22, 0.83, 0.85], [0.14, -0.68, -0.04], [-5.43, 5.55, 2.49], [-7.16, 5.80, 2.45], [-7.55, 6.96, 3.32], [-7.05, 8.57, 2.62], [-7.63, 4.87, 2.76], [-7.41, 5.95, 1.40], [-7.07, 6.89, 4.29], [-8.62, 6.96, 3.49], [-5.92, 2.03, -3.77], [-5.19, 3.17, -4.99], [-6.25, 4.03, -5.63], [-5.47, 4.90, -6.95], [-4.75, 2.49, -5.72], [-4.38, 3.69, -4.48], [-6.58, 4.74, -4.88], [-7.13, 3.57, -6.08], [7.20, 4.38, -0.71], [7.05, 4.74, -2.43], [7.22, 3.55, -3.33], [8.93, 3.06, -3.32], [7.78, 5.51, -2.70], [6.06, 5.15, -2.59], [7.06, 3.83, -4.38], [6.65, 2.67, -3.05]], "e_homo_ev": -10.67, "charge": 0, "smiles": "ClC(Cl)Cl.ClC(Cl)Cl.ClC(Cl)Cl.ClCCCl.ClCCCl.ClCCCl.ClCCCl.ClCCCl.ClCCCl", "max_force_ev_per_a": 1.71, "multiplicity": 1, "e_lumo_ha": 0.0043, "e_above_lowest_ev": 1.1192}


{"formula": "C19H24O3", "method": "the ωB97M-V functional and the def2-TZVPD basis", "elements": ["C", "O", "C", "C", "C", "C", "C", "C", "C", "C", "C", "C", "C", "C", "C", "C", "C", "O", "C", "O", "C", "C", "H", "H", "H", "H", "H", "H", "H", "H", "H", "H", "H", "H", "H", "H", "H", "H", "H", "H", "H", "H", "H", "H", "H", "H"], "xyz": [[-7.19, -0.42, 0.68], [-6.05, 0.60, 0.33], [-4.91, 0.00, 0.07], [-4.59, -1.49, -0.11], [-3.36, -1.75, -0.16], [-2.39, -0.84, -0.23], [-1.00, -1.22, -0.42], [0.19, -0.86, 0.14], [0.23, 0.43, 1.37], [1.53, 0.09, 1.82], [2.44, -0.45, 0.88], [3.17, 0.53, -0.19], [4.21, 1.34, 0.84], [5.52, 0.41, 0.69], [5.39, -0.58, -0.60], [3.93, -0.14, -1.13], [1.45, -1.33, -0.02], [1.87, -2.09, -0.91], [-2.69, 0.66, -0.53], [-1.85, 1.86, -0.65], [-1.27, 1.73, -2.04], [-4.04, 1.02, -0.24], [-7.98, 0.17, 0.77], [-7.52, -1.00, -0.35], [-6.88, -1.10, 1.46], [-5.39, -2.23, 0.23], [-3.13, -2.75, -0.21], [-0.91, -1.99, -0.92], [0.22, 1.42, 0.62], [-0.73, 0.53, 1.88], [1.46, -0.34, 2.68], [2.02, 1.08, 2.05], [3.28, -1.25, 1.36], [2.46, 1.13, -0.51], [4.54, 2.16, 0.05], [4.07, 1.52, 1.73], [5.51, -0.26, 1.72], [6.46, 1.02, 0.32], [6.15, -0.73, -1.29], [5.23, -1.48, -0.33], [4.27, 0.61, -1.92], [3.48, -0.80, -1.78], [-1.89, 1.51, -2.84], [-0.50, 2.60, -1.94], [-0.58, 0.71, -2.21], [-4.22, 1.99, -0.16]], "e_homo_ev": -7.87, "charge": 0, "smiles": "COc1ccc(/C=C2\\CC[C@H](C3CCCC3)C2=O)c(OC)c1", "max_force_ev_per_a": 16.07, "multiplicity": 1, "e_lumo_ha": -0.0028, "e_above_lowest_ev": 12.9500}